No. 1
75
Properties=species:S:1:pos:R:3 method="wB97M-V/def2-TZVPD" gap_ev="7.77 / 6.77" e_above_lowest_kcal_mol=0.0 e_homo_ev="-7.595 / -7.094" molar_mass_g_mol=908.15 spin_multiplicity=2
H -6.4191 -1.1391 2.2187
H 2.9469 0.7323 1.5226
C 2.0211 0.7454 3.4347
C 4.3900 -2.6162 1.8574
C -5.4204 -1.6639 0.3930
C 2.1780 4.0807 -1.9552
C -1.7487 -5.6609 -3.0501
H -2.1877 -0.5226 2.1713
C 2.4470 2.7304 -1.7438
C 0.3821 -1.2590 2.4508
C -3.0946 -0.8305 1.6630
C -2.1105 -4.2872 -1.1106
H -0.7356 4.3959 4.0249
C 1.1053 3.6293 1.2850
C -1.9288 1.3774 -2.0989
H 5.0102 4.9659 -3.5832
H 1.2476 4.5098 -1.5998
Br 0.7473 0.8859 5.9816
C -4.3112 -0.7712 2.3304
C 1.0271 0.2014 4.2275
C -3.0415 -1.3003 0.3542
H -1.8299 -6.6177 -3.5497
H -0.5294 -1.2584 4.4057
H -0.1837 1.8866 -3.2679
C -0.4335 3.8858 3.1197
C -0.5658 2.0463 -2.2572
H 2.6673 1.5255 3.8154
V 1.4062 -1.1363 -0.3780
C 2.1643 0.2896 2.1308
S 1.6370 -3.3837 -0.8448
H -2.6161 1.8611 -2.8012
C -5.4724 -1.1858 1.6958
H -2.4750 -4.1760 -0.0953
C 3.0998 4.8837 -2.6102
H -2.0642 2.4899 3.1710
H -1.2847 -0.3240 -3.2619
C -4.2079 -1.7198 -0.2768
C -1.0574 -3.3600 -3.0594
C -1.5374 -3.2002 -1.7628
H -4.3529 -0.4023 3.3477
S 3.7124 -1.2601 -0.7715
C 0.3576 2.5634 0.7965
H 2.8859 5.9333 -2.7683
H -2.9148 -0.4857 -2.6087
H -4.1657 -2.1012 -1.2908
C -1.1674 -4.5836 -3.7033
C 4.5733 2.9998 -2.8504
H 4.7488 -3.4214 2.4944
H 2.0119 3.9348 0.7756
H -0.6468 3.1213 -2.0916
H 1.2958 5.1163 2.8161
Sb -1.1987 -1.3507 -0.7420
H 5.5071 2.5744 -3.1956
H -2.3346 1.5735 -1.1001
C 2.9230 -2.5925 -0.0570
H 4.0646 -1.7765 2.4743
H -6.3274 -1.9948 -0.0971
C 0.7069 4.2888 2.4398
H -0.2488 -2.0720 2.1043
C -1.9094 -0.1243 -2.3880
H -2.6628 -6.3538 -1.2374
O 3.2863 -3.1455 1.1276
H -0.5777 -2.5334 -3.5713
C -1.1806 2.8203 2.6386
C 0.2210 -0.8206 3.7592
C 1.3236 -0.6900 1.5822
H 5.1839 -2.2899 1.1879
C -2.2176 -5.5124 -1.7538
H -0.7887 -4.6967 -4.7112
H 3.8706 1.1487 -2.0248
C -0.7834 2.1634 1.4839
C 4.2954 4.3413 -3.0624
Sb 0.9981 1.4054 -0.8890
H -1.3622 1.3163 1.1310
C 3.6517 2.1967 -2.1913

No. 2
48
Properties=species:S:1:pos:R:3 method="wB97M-V/def2-TZVPD" gap_ev=8.04 e_above_lowest_kcal_mol=0.0 e_homo_ev=-7.721 molar_mass_g_mol=392.84
H 0.1095 -2.6430 -2.4809
C 0.3532 2.1183 -0.5881
H 2.0362 1.1003 2.8243
H 0.3132 -0.3731 -0.9077
C 1.1822 -2.0336 3.5286
H 1.7453 -3.9378 4.1207
H 1.5046 -3.3799 -0.8817
H 1.9420 -1.8463 0.9919
C 0.7702 -3.2757 -0.0799
C -0.3884 1.4115 -1.5330
C -2.0557 2.2989 -3.3216
C 0.4560 -2.6231 2.3281
O -1.9141 -0.6659 -3.1023
C -2.2748 4.7233 -3.2393
C -1.1477 2.3758 -2.2613
H 0.0267 -3.5942 2.6005
C 1.2596 1.5603 0.3906
H 0.2978 -4.2621 0.0871
C -0.6861 -2.2989 -1.8136
O 1.2563 -0.8477 3.7638
O 1.5992 0.3910 0.4047
C -2.5980 3.4738 -3.7855
H 2.2430 -3.5288 1.4804
N 1.7805 -2.9547 4.3199
C -1.3842 4.8190 -2.1966
H 2.6780 2.7636 3.0197
H -1.1286 5.7760 -1.7686
C -0.8198 3.6438 -1.7067
Cl -3.7262 3.4266 -5.0977
C -0.6463 -1.6780 1.8540
H -1.5564 -2.9570 -1.9623
H -1.7538 -3.1301 0.6874
C 1.4733 -2.8095 1.1939
N -0.3222 0.0391 -1.6039
C -1.0708 -0.8815 -2.2612
H -2.7346 5.6091 -3.6481
H 2.3234 -2.6421 5.1079
H -1.4265 -1.5973 2.6124
O 1.6818 2.4593 1.2936
C -1.2442 -2.1600 0.5372
H 3.4695 1.6101 1.9032
N -0.1945 -2.2684 -0.4565
H -0.2036 -0.6933 1.7090
C 2.5190 1.9438 2.3245
N 0.0743 3.4629 -0.7031
H -1.9874 -1.4406 0.1859
H 0.4878 4.1730 -0.1237
H -2.3183 1.3434 -3.7459

No. 3
28
Properties=species:S:1:pos:R:3 method="wB97M-V/def2-TZVPD" gap_ev=8.52 e_above_lowest_kcal_mol=85.7 e_homo_ev=-11.183 molar_mass_g_mol=157.24 charge=+1
H 2.9724 -0.5114 -1.2153
H -3.1440 1.5664 -0.6033
N 0.1833 0.8223 1.6836
H 0.0533 1.5595 -2.0752
C 2.2111 -0.5280 -0.4854
H 1.4013 0.4447 -2.4409
C 1.0841 1.5781 0.7861
C -1.1737 -0.9856 -0.2501
H 0.1515 1.2900 2.5864
H -0.7129 0.7598 1.1426
C 1.2832 -1.7295 -0.4650
N 1.0118 1.1354 -1.7859
C -2.9905 0.5482 -0.6574
H 1.4356 -0.9500 2.0584
O -1.6917 0.3680 -0.1481
H -3.2029 0.1637 -1.6804
H -1.8988 -1.6421 0.2768
H -1.1082 -1.3410 -1.4231
H -0.2730 -1.0322 2.4061
C 0.4010 -0.6239 1.6763
H 2.6839 -0.4398 0.4934
H 2.0354 1.6962 1.2616
C 1.2434 0.6890 -0.5040
H 1.6028 -2.5461 0.0681
H 0.6787 2.6916 0.5865
C 0.1169 -1.0094 0.2635
H -3.6346 -0.1133 0.0453
H 0.8604 -2.1254 -1.3560

No. 4
52
Properties=species:S:1:pos:R:3 method="wB97M-V/def2-TZVPD" gap_ev="4.77 / 4.75" e_homo_ev="-12.117 / -12.110" molar_mass_g_mol=775.46 charge=+1
S -0.7018 -0.3349 3.6849
H -2.2085 2.7586 2.3214
O -1.6009 1.7967 0.6796
H -0.3020 -1.7515 -6.2489
O -0.3358 6.5374 4.4576
S 0.9823 -1.0890 1.7271
F -2.2914 -2.3788 3.0539
O 1.7861 0.0970 1.6443
O 1.3834 7.4812 3.5678
C -0.3071 4.5207 2.6600
C -1.3010 -2.0266 -5.9169
H -1.9790 -1.1941 -6.0870
C 2.1057 -2.5736 1.5175
O -0.6966 -0.3156 5.0953
C 0.6407 5.5351 2.6608
C 1.6484 5.5800 1.6913
N 0.2849 -1.4270 3.0540
Au 0.2766 0.8388 -0.2482
H -0.6366 -3.2912 -4.3126
C 0.2427 -1.3462 -2.7811
H -1.6460 -2.8640 -6.5174
F 2.6701 -2.4664 0.3024
H 2.4288 4.6620 -0.0762
C -1.2769 -2.4202 -4.4459
H 1.5548 -2.2558 -1.6344
C -0.0072 -3.6190 -1.7186
H 0.9238 -5.0313 -3.0858
S 1.0988 0.1726 -2.5192
F 1.3853 -3.6866 1.5139
F 3.0477 -2.6500 2.4276
F -3.3215 -0.7481 4.0044
H 2.3927 6.3631 1.7421
C 1.6668 4.6536 0.6884
N 0.5571 6.6096 3.6523
C -2.3636 -1.0597 3.1488
O 0.1378 -1.2228 0.5148
H 0.3044 -5.7403 -1.5962
N 0.6915 -2.4085 -2.1420
C 0.6721 3.6203 0.5984
H -0.9578 -0.4031 -4.0511
F -2.7053 -0.5828 1.9517
H -0.1595 -3.5270 -0.6379
H -2.2902 -2.6488 -4.1006
C 0.8045 -4.8719 -2.0168
H 1.7869 -4.8054 -1.5591
C -0.3266 3.5704 1.6457
C -1.4237 2.6201 1.5599
O -0.5783 0.9106 2.9682
N -0.7273 -1.3157 -3.6728
H -0.9848 -3.6574 -2.1913
O 0.7013 2.8732 -0.4243
H -1.0463 4.5124 3.4502

No. 5
13
Properties=species:S:1:pos:R:3 method="wB97M-V/def2-TZVPD" gap_ev=10.86 e_above_lowest_kcal_mol=38.0 e_homo_ev=-10.220 molar_mass_g_mol=102.09
O 1.2299 -0.0834 1.1359
H -2.3088 0.3286 -1.2928
C 1.7607 0.7705 0.2182
C -1.0880 0.0374 0.3212
N -1.5489 -0.2323 -0.9381
N 1.3524 1.1393 -0.9174
C 0.0856 -0.8367 0.7814
H -0.2163 -1.3383 1.7035
O -1.5385 0.9211 1.0180
H 0.3476 -1.5968 0.0320
H -1.2284 -1.0153 -1.4838
H 2.7037 1.1502 0.6071
H 0.4490 0.7555 -1.1850

No. 6
75
Properties=species:S:1:pos:R:3 method="wB97M-V/def2-TZVPD" gap_ev="4.97 / 5.65" e_above_lowest_kcal_mol=8.6 e_homo_ev="-7.095 / -7.674" molar_mass_g_mol=825.08
H -1.8807 7.2575 -1.1700
S 0.7024 0.2288 1.7077
N 1.2191 2.2926 3.2533
C 5.4709 -1.8899 1.9175
H 0.1535 6.5765 -2.5150
C 7.7826 -1.2084 2.5830
C -5.2748 0.0319 0.0657
C -0.1143 5.5269 -2.3618
H -3.1061 3.8227 -2.0384
H 0.2438 4.9669 -3.2307
C -2.8647 1.4220 -0.3316
C -1.6346 5.3905 -2.2365
C 0.0777 5.8069 0.1206
C 1.4044 -3.1267 -0.9314
N 5.5910 1.0605 3.8613
C -4.1229 2.0927 -0.3667
H 0.3626 6.8558 0.0022
N 0.3796 -2.6055 -1.0659
F 5.4951 -4.1352 -0.9357
H -1.3306 3.8099 1.3565
C 3.6031 -3.2503 0.1766
H -6.2086 -0.5030 0.2006
N -1.6473 1.9463 -0.5449
C 0.1369 3.5275 -0.9007
C 4.0660 -1.8872 2.1468
C -2.0211 3.9172 -2.0528
H 0.6273 3.0982 -0.0202
C 5.9278 0.0878 3.3402
C -1.3883 3.3679 -0.7530
H -1.6609 3.3151 -2.8942
C -1.8229 4.2129 0.4642
H 2.9624 2.8653 4.3008
H -3.5579 -2.6876 -0.4026
C 2.0262 3.2909 3.9374
H -3.4858 -2.3744 1.3259
H -4.1795 3.1525 -0.5569
C 3.1895 -2.5396 1.3366
N 2.8368 1.8346 1.6969
H -2.1115 5.7694 -3.1428
F 1.8937 -2.5402 1.6635
H 3.5234 2.3099 2.2664
Tl 0.3144 0.1441 -1.2248
F 7.1853 -2.8883 0.6275
C 1.6444 1.5260 2.2468
C 0.5436 4.9911 -1.0872
C 6.3661 -1.0625 2.6280
F 3.5937 -1.2640 3.2267
C -6.6182 2.1533 -0.2288
H -6.6559 2.9244 0.5419
H 2.2473 4.1334 3.2775
C 2.7006 -3.6843 -0.8237
C -4.0692 -0.6719 0.1421
H -1.9552 -0.5022 0.0632
C 5.8847 -2.7569 0.8767
N 8.9333 -1.2822 2.6028
H 0.5605 5.4304 1.0291
C -2.8968 0.0226 -0.0457
H -6.7456 2.6438 -1.1950
H -2.8973 4.1409 0.6322
C 5.0064 -3.4016 0.0634
H 1.4648 3.6619 4.7891
C -4.0454 -2.1551 0.4154
H -5.0536 -2.5508 0.5293
C -5.3067 1.4098 -0.1749
H 0.3522 1.9949 3.6662
H 0.4615 2.9651 -1.7840
N 3.2936 -5.1848 -2.8325
H -7.4615 1.4807 -0.0774
H 1.6307 5.0515 -1.1779
C 3.0666 -4.5171 -1.9199
H -3.2053 6.1173 -0.9295
H -1.7878 6.2665 1.1055
H 3.2208 1.1285 1.0911
C -1.4417 5.6808 0.2500
C -2.1173 6.1993 -1.0254

No. 7
134
Properties=species:S:1:pos:R:3 method="wB97M-V/def2-TZVPD" gap_ev="1.85 / 8.46" e_homo_ev="-0.206 / -6.846" molar_mass_g_mol=902.34 charge=-1 spin_multiplicity=2
H -0.9588 3.5852 3.0870
H -4.3286 -4.0186 -4.7054
H -3.6738 -4.7304 1.1729
O 2.3394 -0.2059 -1.0384
H -6.3605 4.0259 -3.6009
H -3.0336 -4.4887 -6.0149
C 1.4198 0.1871 6.0369
H -1.4441 3.4578 -1.8443
C 1.9653 4.9066 2.1379
O 4.3026 -4.9055 1.2634
H -1.2259 4.9903 2.0088
C -2.5544 -2.8824 -4.7521
C -1.3812 -3.7954 5.0626
H -1.6699 -2.2716 -0.0368
N 0.2701 0.6358 -0.8489
H 0.7779 0.1479 1.6694
C -2.4202 2.3478 1.2014
H 6.3237 -0.7494 1.0307
H 1.6693 -2.0271 -3.8717
C 4.5059 2.5739 -0.4926
O 5.6437 2.3915 1.5856
H 1.7838 4.2423 -4.4426
H -4.2080 1.5968 -2.8129
H -6.7885 4.1307 -5.3533
H -0.6837 -3.4059 5.8041
C -0.2004 4.3768 -3.9628
C 1.7170 -4.8884 0.3255
H -2.1609 4.6567 3.4397
H 2.3403 -0.4887 1.4381
C 0.4034 -1.6997 7.4128
H -2.5590 -1.6658 1.7818
C -4.0046 2.4254 -3.4913
H 2.9990 -3.6538 3.6979
H -3.7044 3.5273 1.8310
H -3.1787 -0.6551 3.0794
H 3.2266 -2.0579 -3.9736
C -3.2913 -4.1652 -5.0064
H 1.8150 -0.0139 3.9441
H 0.2061 -0.4126 -2.6924
H -0.4844 -1.1084 -4.7136
H -3.0288 -4.9423 -4.2885
H 4.0453 -5.0171 -3.8402
C 1.7144 0.3567 1.1522
H -0.9774 -4.5426 4.3794
H -4.5012 1.7629 0.6403
H -2.1575 -4.4025 1.9930
O -1.2894 1.8355 1.3062
H 2.8647 -2.7641 2.1271
C -1.4335 -1.8713 3.5793
H 1.9166 3.8511 2.4055
C -1.2015 4.5065 -1.6731
H 1.1077 -1.3176 8.1518
O 2.8440 -2.9737 -6.5103
N 4.7694 0.4837 0.5686
H -3.5105 2.5266 -0.5751
H -0.4854 -1.4959 8.0099
N -2.6986 3.4652 1.7627
H -0.0876 -1.5164 -6.4480
O 3.9258 4.9141 4.1348
C 1.4298 0.2275 -0.3355
H 4.0705 0.4232 -0.1580
H 2.1480 1.3004 1.4830
H -2.4659 -6.0391 1.4968
H 3.4171 2.6155 -0.4599
C 1.0098 4.9633 -4.7057
H -5.1812 4.6840 -4.7302
N 0.6405 -0.9648 6.1812
H 2.5906 1.3168 4.7039
H -0.7701 4.4409 -0.6742
C 3.8291 -4.9358 -4.9054
H -3.9256 3.3740 -2.9603
C -2.6181 -4.9997 1.2060
H 4.6854 -1.5397 1.2841
H 3.7532 -5.9410 -5.3201
S -5.1766 2.2327 -4.9011
H -0.3676 1.0100 -0.1608
H 0.5799 5.8490 4.4993
C 1.6560 0.7559 4.6992
H -1.2585 -3.5830 -6.1032
C -5.9940 3.9653 -4.6257
H 1.8504 6.0670 5.7776
H 4.8189 2.0796 -1.4123
H 1.5839 4.4283 5.1656
O -0.2198 -1.6014 3.7156
H -1.7569 -0.0904 2.4315
S 2.8872 -5.1159 1.7507
C -2.2658 -1.0354 2.6213
H -1.8860 -4.5213 5.7000
N -2.0961 -2.8980 4.2088
H 1.4325 -3.5678 2.9509
H 0.6178 -2.7658 7.3390
C -0.8598 -1.4372 -5.6827
O -0.8741 3.5243 -4.3704
C 2.4997 -3.5951 2.7308
S 2.3591 -3.8377 -5.3352
O 2.1126 0.5832 7.0073
C 5.0185 1.8121 0.6954
H 4.6434 -4.3862 -5.3777
C 5.2945 -0.6401 1.3725
H 0.8822 4.9152 -5.7872
H 2.1199 -4.2956 -0.4957
H -1.1780 0.0759 -2.0364
C -3.4827 1.8226 0.2566
N -1.4730 -2.7667 -5.5484
O -2.5207 -5.6090 -1.2598
C 2.4383 -2.7990 -3.8414
H 1.5199 -5.8864 -0.0659
C 1.5201 5.4874 4.9156
H -3.3331 0.9019 -0.3073
S -1.7373 -4.6612 -0.3411
H -3.0102 2.1396 -3.8342
H 1.5586 5.8395 -4.3605
H -2.1149 5.0972 -1.7433
H -1.6401 -0.7414 -5.9907
H 0.1365 5.8284 -2.5989
S 2.7326 5.7571 3.5790
C -2.2717 -2.9353 -0.6576
H 2.5257 5.0317 1.2114
H -2.2935 -2.6308 -1.7040
C -0.1836 0.4857 -2.2135
H 0.7878 1.3192 4.3570
H 4.8501 3.6014 -0.6099
H 2.5251 -3.3186 -2.8871
H -3.0809 -3.1060 4.1256
H 5.3096 -0.5278 2.4566
N -0.4249 5.0022 -2.7482
O -2.9897 -2.0493 -3.9945
H 0.3877 -1.4010 5.3061
H -3.2513 -2.9304 -0.1795
C -1.7051 4.1869 2.5682
H 0.8099 -4.4984 0.7874
H 0.9155 5.1245 1.9416
H -0.4842 1.3701 -2.7752
O -6.2675 1.2385 -4.5579

No. 8
16
Properties=species:S:1:pos:R:3 method="wB97M-V/def2-TZVPD" gap_ev=10.10 e_above_lowest_kcal_mol=32.6 e_homo_ev=-9.482 molar_mass_g_mol=136.17
C 0.0806 1.1901 0.3420
O 2.2988 0.3023 0.7615
S -2.2183 -0.5677 0.1120
H -2.7039 -0.3706 1.3120
H -0.1986 -0.6948 1.4447
C 1.3592 0.5871 -0.2611
H 3.1709 0.2147 0.3591
H -1.5431 1.7606 -0.5769
C -0.4658 -0.2560 0.4607
H 0.1978 1.7127 1.2738
O -0.5788 1.9425 -0.6492
C 0.5670 -0.6948 -0.6204
H 0.1609 -0.6258 -1.5993
H 1.7957 -1.7944 0.3345
O 1.2265 -1.9013 -0.4594
H 1.7953 1.1734 -1.0894

No. 9
17
Properties=species:S:1:pos:R:3 method="wB97M-V/def2-TZVPD" gap_ev="5.63 / 5.94" e_homo_ev="-5.362 / -5.897" molar_mass_g_mol=141.07 spin_multiplicity=4
O 0.4433 0.3298 -1.2893
O -1.0948 0.5265 0.9024
H -1.0500 -2.3379 -0.0752
H 1.6532 -0.1123 0.3235
V -1.3000 -0.6772 -0.8643
H 1.8234 0.8840 -2.7251
H 2.0508 -0.7608 -2.0222
H 0.5247 1.3984 1.8525
C 1.1157 0.7474 -0.1059
H -0.2489 2.2971 0.4939
C -0.9342 -0.8737 1.3498
H -1.6920 -1.0353 2.1311
C 1.3124 -0.0164 -2.3564
H 0.7004 -0.4366 -3.1625
H 0.0631 -1.0007 1.8011
H 1.8533 1.5269 -0.3494
C 0.0740 1.3095 0.8499

No. 10
11
Properties=species:S:1:pos:R:3 method="wB97M-V/def2-TZVPD" gap_ev=10.50 e_above_lowest_kcal_mol=99.5 e_homo_ev=-9.667 molar_mass_g_mol=87.08
N 1.1654 -1.9145 0.3853
C 0.7099 0.5455 0.3528
H 0.2865 1.5274 -1.5214
O -1.2243 1.7617 -0.0999
H 0.8931 1.2113 1.1882
O -0.0717 -2.2443 1.0102
H -1.9129 1.9563 -0.7456
C -0.2415 0.9702 -0.7342
C 1.1653 -0.6740 0.3541
H -0.0932 -3.2059 0.9994
H -0.6765 0.0663 -1.1889

No. 11
27
Properties=species:S:1:pos:R:3 method="wB97M-V/def2-TZVPD" gap_ev=7.22 e_above_lowest_kcal_mol=25.7 e_homo_ev=-15.303 molar_mass_g_mol=742.18 charge=+2
Sb 0.9298 5.5583 1.9710
S 0.2090 2.5615 3.4966
C -3.4345 -3.0471 0.2457
C -1.1792 -5.5473 -1.1553
O -3.8331 -2.0648 0.6238
F 0.9570 1.4260 4.3614
O -1.0442 0.8376 1.3574
S 0.5967 7.6640 1.5951
F 4.1510 0.0664 1.3620
H -4.0073 -7.4289 -0.7566
C -1.6232 -4.3437 -0.6789
Tc 0.2607 1.8193 1.4703
C -2.0465 -6.6481 -1.1785
C -3.3681 -6.5585 -0.7237
F 2.9548 3.7014 1.2181
F 2.8215 3.8836 4.0302
F 4.3987 2.0967 -0.1729
H -0.1672 -5.6597 -1.5172
Te 3.7518 1.9011 1.5293
H -0.9748 -3.4788 -0.6545
Cl -1.4754 -8.1264 -1.7765
S 2.5228 5.4373 3.7466
H -4.8523 -5.2699 0.1106
C -3.8344 -5.3636 -0.2437
S -0.1920 3.9637 0.6629
O 1.9696 1.3511 1.0401
C -2.9598 -4.2559 -0.2208